One molecule with the formula C5H7N. Source: OMol25; level of theory: ωB97M-V/def2-TZVPD.

spin multiplicity: 1
frontier orbital gap (alpha / beta): 8.41 / 7.36 eV
energy: -6782.5772 eV
LUMO energy (alpha / beta): -0.16 / -0.56 eV
energy above the lowest of the compared OMol25 structures with the same formula, charge and spin: 136.9 kcal per mole

Last columns: bonded neighbours and bond lengths (Å).
CARTESIAN COORDINATES (ANGSTROEM)
1 C 1.6721 0.6067 -0.0782  H3 1.094, H4 1.097, C5 1.502, H10 1.089
2 H -2.2991 -0.2136 1.0922  N13 1.084
3 H 1.2053 1.4045 0.5075  C1 1.094
4 H 2.5310 0.2415 0.4979  C1 1.097
5 C 0.7136 -0.5277 -0.3037  C1 1.502, C6 1.558, H7 1.090, C11 1.454
6 C -0.7901 -0.3662 -0.6782  C5 1.558, C8 1.389, H9 1.080, C11 1.527
7 H 1.0768 -1.3153 -0.9635  C5 1.090
8 C -1.7460 0.5716 -0.3112  C6 1.389, N13 1.228
9 H -1.1780 -1.0621 -1.4075  C6 1.080
10 H 2.0290 1.0126 -1.0240  C1 1.089
11 C -0.3032 -0.8734 0.6771  C5 1.454, C6 1.527, H12 1.093
12 H -0.2674 -0.1204 1.4685  C11 1.093
13 N -2.6438 0.6418 0.5230  H2 1.084, C8 1.228